Density functional theory data (ωB97M-V/def2-TZVPD) for a 11-piece molecular cluster, C15H52N10O11 overall in a non-equilibrium geometry.

The geometry in XYZ format:
```
88
Properties=species:S:1:pos:R:3
C -1.943 -0.036 -2.371
C -3.086 -0.977 -2.314
O -4.341 -0.285 -2.456
H -1.836 0.208 -3.416
H -0.864 -0.402 -2.218
H -2.070 0.881 -1.866
H -3.043 -1.642 -1.416
H -3.017 -1.673 -3.099
H -5.042 -0.787 -1.999
C 3.020 -2.204 3.973
C 2.751 -0.768 4.106
O 1.780 -0.406 3.143
H 3.970 -2.339 4.478
H 3.172 -2.488 2.917
H 2.243 -2.842 4.510
H 3.738 -0.348 3.799
H 2.454 -0.572 5.146
H 2.213 -0.449 2.303
C 0.816 2.450 -2.871
C 2.132 2.883 -2.260
O 1.968 3.149 -0.936
H 0.426 1.521 -2.529
H 0.839 2.214 -3.945
H 0.051 3.114 -2.650
H 2.404 3.781 -2.770
H 2.850 2.122 -2.495
H 2.814 3.337 -0.577
C 2.763 -0.758 -2.629
C 2.202 -0.617 -4.031
O 1.005 -1.319 -4.183
H 2.663 -1.763 -2.186
H 2.139 -0.172 -1.896
H 3.765 -0.323 -2.566
H 2.879 -1.024 -4.757
H 2.093 0.417 -4.323
H 0.974 -1.483 -5.148
C 3.859 -0.242 0.459
O 3.757 1.088 0.092
N 4.946 -0.939 0.662
N 2.749 -0.918 0.731
H 5.896 -0.519 0.516
H 4.965 -1.966 0.896
H 1.799 -0.438 0.520
H 2.720 -1.913 0.907
C -0.032 -3.218 1.793
O 1.307 -3.527 1.709
N -0.485 -1.971 2.023
N -0.996 -4.071 1.618
H 0.244 -1.275 2.278
H -1.330 -1.523 1.845
H -0.736 -5.094 1.502
H -1.955 -3.837 1.851
C -0.424 -3.210 -1.706
O 0.290 -2.213 -0.966
N -1.074 -4.190 -1.132
N -0.547 -3.213 -2.965
H -1.113 -4.161 -0.048
H -1.879 -4.679 -1.552
H -0.153 -2.306 -3.271
H -1.330 -3.652 -3.493
C -2.809 4.289 0.499
O -3.965 4.165 1.252
N -1.739 4.837 0.987
N -2.676 3.732 -0.671
H -1.818 5.080 1.993
H -0.937 5.255 0.407
H -3.520 3.187 -1.034
H -1.784 3.340 -0.871
C -0.366 0.942 0.465
O -1.520 0.420 1.134
N 0.509 0.202 -0.062
N -0.234 2.221 0.227
H 0.132 -0.734 -0.269
H 1.055 0.717 -0.730
H -0.838 2.891 0.672
H 0.660 2.528 -0.189
C -4.583 -0.004 1.382
O -3.907 1.188 1.296
H -5.550 0.164 0.879
H -4.747 -0.380 2.370
H -4.051 -0.753 0.781
H -2.946 0.944 1.327
C -1.281 2.213 4.058
O -2.687 2.590 3.945
H -0.564 2.780 3.473
H -1.161 1.202 3.708
H -1.075 2.214 5.159
H -2.929 2.368 3.086
```

Results
Gap between HOMO and LUMO, eV: 8.435
Energy relative to the best compared isomer or geometry (same formula, charge and spin), kcal/mol: 26.7
SMILES string: NC(N)=O.NC(N)=O.NC(N)=O.NC(N)=O.NC(N)=O.CCO.CCO.CCO.CCO.CO.CO
HOMO, eV: -8.43

Löwdin atomic charge list, values in e, 4 entries: number 1, C, carries -0.083; number 2, C, carries -0.319; number 3, O, carries -0.069; number 4, H, carries 0.075

---

Density functional theory data (ωB97M-V/def2-TZVPD) for an isolated molecule of C4H3NO2 in a non-equilibrium geometry.

The geometry in XYZ format:
```
10
Properties=species:S:1:pos:R:3
O 0.225 -0.954 -2.068
C -0.641 -1.071 -1.256
C 0.231 -1.169 0.833
N -0.566 -0.359 -0.008
C -0.186 0.991 0.111
C 0.749 1.002 1.059
O 1.006 -0.289 1.475
H -1.459 -1.795 -1.313
H -0.633 1.844 -0.383
H 1.275 1.800 1.550
```

Results
Gap between HOMO and LUMO, eV: 10.515
Energy relative to the best compared isomer or geometry (same formula, charge and spin), kcal/mol: 69.8
HOMO, eV: -9.85

natural (NBO) atomic charge list, values in e, 4 entries: number 1, O, carries -0.483; number 2, C, carries 0.569; number 3, C, carries 0.311; number 4, N, carries -0.527

---

Density functional theory data (ωB97M-V/def2-TZVPD) for C31H33N5O7RuSe as an isolated structure in a non-equilibrium geometry.

The geometry in XYZ format:
```
78
Properties=species:S:1:pos:R:3
Ru -0.132 -0.653 -0.497
O 0.249 -0.595 1.636
C 1.674 -0.608 1.981
C 2.551 -0.558 0.683
O 3.760 -0.477 0.885
O 1.962 -0.664 -0.431
C 1.951 0.605 2.852
C 3.177 0.723 3.507
C 3.454 1.837 4.280
C 2.509 2.848 4.425
C 1.284 2.726 3.792
C 1.008 1.609 3.009
C 1.943 -1.901 2.736
C 1.415 -2.047 4.019
C 1.552 -3.242 4.710
C 2.222 -4.306 4.125
C 2.752 -4.168 2.849
C 2.613 -2.974 2.155
H -0.137 -1.394 2.012
H 3.917 -0.056 3.384
H 4.413 1.917 4.777
H 2.728 3.716 5.034
H 0.536 3.502 3.905
H 0.047 1.497 2.528
H 0.906 -1.209 4.482
H 1.144 -3.337 5.709
H 2.337 -5.239 4.663
H 3.280 -4.993 2.390
H 3.040 -2.870 1.167
O 1.470 -1.553 -4.547
C 0.376 -1.462 -5.345
C 0.454 -1.843 -6.685
C -0.647 -1.746 -7.517
C -1.845 -1.246 -7.025
C -1.909 -0.853 -5.698
C -0.825 -0.960 -4.832
C -1.021 -0.500 -3.400
O -1.936 0.309 -3.171
O -0.243 -1.034 -2.551
H 2.203 -1.892 -5.072
H 1.397 -2.217 -7.071
H -0.564 -2.056 -8.552
H -2.710 -1.157 -7.668
H -2.820 -0.437 -5.289
C -5.737 -0.446 -0.498
N -4.411 -0.932 -0.826
C -4.036 -2.323 -0.601
C -2.548 -2.191 -0.486
O -1.767 -3.149 -0.267
N -2.167 -0.928 -0.566
C -3.291 -0.192 -0.752
N -3.230 1.123 -0.834
H -6.482 -1.041 -1.023
H -5.848 0.586 -0.820
H -5.922 -0.502 0.577
H -4.321 -2.948 -1.448
H -4.467 -2.741 0.310
H -2.270 1.443 -1.044
H -3.941 1.582 -1.381
C -1.723 3.623 1.184
N -0.339 3.930 0.890
C 0.315 5.076 1.282
C 1.596 4.951 0.884
N 1.706 3.735 0.260
C 2.931 3.178 -0.304
C 0.505 3.104 0.220
Se 0.112 1.870 -1.116
H -1.896 3.695 2.258
H -1.925 2.610 0.849
H -2.387 4.310 0.658
H -0.174 5.850 1.847
H 2.443 5.598 1.029
H 3.773 3.576 0.257
H 3.011 3.437 -1.358
H 2.904 2.094 -0.214
C -0.236 -2.665 -0.400
H 0.052 -3.147 -1.335
H 0.237 -3.209 0.425
```

Results
Gap between HOMO and LUMO, eV: 6.668
HOMO, eV: -6.63

Löwdin atomic charge list, values in e, 4 entries: number 1, Ru, carries 0.890; number 2, O, carries -0.132; number 3, C, carries -0.279; number 4, C, carries -0.631

---

Density functional theory data (ωB97M-V/def2-TZVPD) for C29H22F11N4OOsSSi as an isolated structure in a non-equilibrium geometry.

The geometry in XYZ format:
```
70
Properties=species:S:1:pos:R:3
Os 0.253 -0.027 0.073
F 4.093 -3.681 1.106
C 3.193 -2.837 1.596
C 2.376 -2.139 0.715
C 1.444 -1.246 1.219
C 1.296 -1.079 2.622
C 2.152 -1.797 3.463
F 2.073 -1.629 4.790
C 3.104 -2.671 2.969
C 0.255 -0.133 3.017
C -0.125 0.217 4.314
C -1.113 1.166 4.508
C -1.725 1.743 3.400
C -1.320 1.345 2.141
N -0.362 0.434 1.944
H 2.502 -2.297 -0.349
H 3.755 -3.211 3.636
H 0.345 -0.240 5.169
H -1.407 1.459 5.504
H -2.497 2.487 3.509
H -1.770 1.772 1.248
C -4.420 -4.687 -2.596
Si -2.603 -4.743 -1.988
C -2.229 -6.430 -1.159
C -1.388 -4.418 -3.407
C -2.602 -3.505 -0.509
C -3.449 -3.759 0.569
C -3.547 -2.876 1.632
C -2.753 -1.736 1.618
N -1.913 -1.484 0.632
C -1.845 -2.329 -0.413
S -0.730 -1.791 -1.617
H -4.593 -5.438 -3.362
H -4.656 -3.717 -3.025
H -5.121 -4.875 -1.788
H -2.317 -7.232 -1.886
H -2.916 -6.647 -0.347
H -1.219 -6.453 -0.760
H -1.476 -5.210 -4.148
H -0.353 -4.403 -3.075
H -1.581 -3.479 -3.917
H -4.049 -4.656 0.576
H -4.221 -3.051 2.456
H -2.806 -1.017 2.425
F 3.878 -0.615 -1.556
C 3.566 0.603 -2.005
F 3.607 1.412 -0.938
F 4.518 0.991 -2.842
C 2.143 0.615 -2.639
O 1.174 0.559 -1.717
C 2.012 1.937 -3.467
F 2.593 2.959 -2.827
F 0.729 2.259 -3.611
F 2.556 1.853 -4.673
C 2.022 -0.589 -3.623
F 3.071 -0.746 -4.422
F 0.935 -0.466 -4.383
F 1.877 -1.727 -2.930
N 1.598 6.374 -1.774
C 1.769 5.509 -1.046
C 1.950 4.463 -0.108
C 2.846 4.598 0.952
C 2.955 3.549 1.848
C 2.179 2.420 1.650
N 1.310 2.298 0.649
C 1.199 3.292 -0.216
H 3.432 5.499 1.055
H 3.633 3.600 2.683
H 2.253 1.573 2.315
H 0.496 3.161 -1.028
```

Results
Gap between HOMO and LUMO (spin up / spin down), eV: 5.937 / 6.155
Energy relative to the best compared isomer or geometry (same formula, charge and spin), kcal/mol: 66.9
Net charge: +1
HOMO (spin up / spin down), eV: -11.27 / -11.28

natural (NBO) atomic charge list, values in e, 4 entries: number 1, Os, carries 1.217; number 2, F, carries -0.290; number 3, C, carries 0.473; number 4, C, carries -0.339

---

Copy entry 4 word for word.
Density functional theory data (ωB97M-V/def2-TZVPD) for C29H22F11N4OOsSSi as an isolated structure in a non-equilibrium geometry.

The geometry in XYZ format:
```
70
Properties=species:S:1:pos:R:3
Os 0.253 -0.027 0.073
F 4.093 -3.681 1.106
C 3.193 -2.837 1.596
C 2.376 -2.139 0.715
C 1.444 -1.246 1.219
C 1.296 -1.079 2.622
C 2.152 -1.797 3.463
F 2.073 -1.629 4.790
C 3.104 -2.671 2.969
C 0.255 -0.133 3.017
C -0.125 0.217 4.314
C -1.113 1.166 4.508
C -1.725 1.743 3.400
C -1.320 1.345 2.141
N -0.362 0.434 1.944
H 2.502 -2.297 -0.349
H 3.755 -3.211 3.636
H 0.345 -0.240 5.169
H -1.407 1.459 5.504
H -2.497 2.487 3.509
H -1.770 1.772 1.248
C -4.420 -4.687 -2.596
Si -2.603 -4.743 -1.988
C -2.229 -6.430 -1.159
C -1.388 -4.418 -3.407
C -2.602 -3.505 -0.509
C -3.449 -3.759 0.569
C -3.547 -2.876 1.632
C -2.753 -1.736 1.618
N -1.913 -1.484 0.632
C -1.845 -2.329 -0.413
S -0.730 -1.791 -1.617
H -4.593 -5.438 -3.362
H -4.656 -3.717 -3.025
H -5.121 -4.875 -1.788
H -2.317 -7.232 -1.886
H -2.916 -6.647 -0.347
H -1.219 -6.453 -0.760
H -1.476 -5.210 -4.148
H -0.353 -4.403 -3.075
H -1.581 -3.479 -3.917
H -4.049 -4.656 0.576
H -4.221 -3.051 2.456
H -2.806 -1.017 2.425
F 3.878 -0.615 -1.556
C 3.566 0.603 -2.005
F 3.607 1.412 -0.938
F 4.518 0.991 -2.842
C 2.143 0.615 -2.639
O 1.174 0.559 -1.717
C 2.012 1.937 -3.467
F 2.593 2.959 -2.827
F 0.729 2.259 -3.611
F 2.556 1.853 -4.673
C 2.022 -0.589 -3.623
F 3.071 -0.746 -4.422
F 0.935 -0.466 -4.383
F 1.877 -1.727 -2.930
N 1.598 6.374 -1.774
C 1.769 5.509 -1.046
C 1.950 4.463 -0.108
C 2.846 4.598 0.952
C 2.955 3.549 1.848
C 2.179 2.420 1.650
N 1.310 2.298 0.649
C 1.199 3.292 -0.216
H 3.432 5.499 1.055
H 3.633 3.600 2.683
H 2.253 1.573 2.315
H 0.496 3.161 -1.028
```

Results
Gap between HOMO and LUMO (spin up / spin down), eV: 5.937 / 6.155
Energy relative to the best compared isomer or geometry (same formula, charge and spin), kcal/mol: 66.9
Net charge: +1
HOMO (spin up / spin down), eV: -11.27 / -11.28

natural (NBO) atomic charge list, values in e, 4 entries: number 1, Os, carries 1.217; number 2, F, carries -0.290; number 3, C, carries 0.473; number 4, C, carries -0.339